1.
{"formula": "C28H30BIrN2O2S2SbSe4", "method": "ωB97M-V with the def2-TZVPD basis set", "symbols": ["Ir", "H", "H", "C", "C", "C", "C", "H", "C", "C", "C", "H", "H", "H", "C", "O", "H", "H", "H", "H", "H", "H", "C", "B", "H", "H", "C", "C", "N", "H", "H", "C", "C", "H", "C", "H", "H", "C", "C", "C", "C", "Se", "C", "H", "Se", "C", "C", "Se", "C", "S", "H", "C", "H", "Se", "H", "H", "S", "C", "C", "H", "H", "C", "H", "Sb", "N", "H", "O", "C", "C", "H", "H"], "coordinates": [[-1.66, -2.26, -1.21], [1.03, 1.48, 4.56], [-5.96, 5.52, -0.37], [-4.08, 5.25, -1.42], [-4.74, 5.18, -2.79], [-2.74, 6.00, -1.56], [-3.82, 3.87, -0.83], [4.35, -5.78, -2.90], [-2.95, 2.54, 1.05], [0.87, -2.36, 0.70], [4.35, -2.46, -2.24], [0.16, -3.09, 3.08], [7.65, -3.08, -2.65], [-4.64, 2.72, -2.49], [1.61, -1.82, 4.04], [-3.20, 0.08, 0.71], [-4.11, 4.66, -3.52], [3.42, -3.59, 1.09], [-2.94, 4.66, 0.96], [4.54, -1.58, 0.29], [2.91, -3.04, 5.24], [-4.90, 6.19, -3.17], [2.33, 0.26, 5.75], [-3.73, -0.60, -0.35], [-2.91, 6.99, -1.98], [6.78, -5.36, -3.02], [3.12, -2.62, 1.51], [3.86, -3.75, -2.45], [2.69, -1.60, -0.66], [0.39, -0.37, 3.04], [-2.25, 6.13, -0.60], [6.59, -3.27, -2.59], [-3.32, 1.42, 0.35], [-5.19, 7.03, -0.89], [5.71, -2.22, -2.31], [-5.71, 4.69, -2.75], [-2.06, 5.46, -2.22], [3.38, -1.34, -1.92], [2.50, -2.05, 5.09], [3.49, -1.50, 0.56], [4.73, -4.79, -2.73], [-2.49, -2.05, -3.47], [1.40, -1.96, -0.54], [3.62, -2.47, 2.46], [-4.02, -2.58, -0.31], [-5.01, 6.03, -0.48], [-3.21, 3.76, 0.43], [-5.73, -4.84, -3.39], [6.10, -4.55, -2.80], [-0.86, -2.56, 0.89], [2.65, -1.22, -2.71], [-3.91, 1.50, -0.89], [-2.50, 2.48, 2.03], [-6.44, -0.89, -3.06], [2.79, -3.94, -2.41], [1.71, -3.87, 3.39], [0.37, -1.86, -1.96], [1.44, 0.49, 4.70], [1.24, -2.93, 3.09], [-4.57, 6.16, 0.52], [3.92, -0.39, -1.82], [2.85, -1.01, 5.94], [3.54, -1.19, 6.76], [-4.83, -2.78, -2.81], [1.68, -2.62, 1.73], [2.60, 1.07, 6.41], [-4.19, 0.22, -1.35], [1.09, -0.55, 3.85], [-4.18, 2.70, -1.51], [3.31, -0.53, 1.03], [6.10, -1.22, -2.15]], "homo_ev": [-10.150, -10.917], "s2": 6.028, "e_lumo_ev": [-3.71, -5.25], "total_charge": 1, "orbital_gap_ev": [6.443, 5.663], "spin_multiplicity": 5}



2.
{"formula": "C10H11CrF4N2O4S", "method": "ωB97M-V with the def2-TZVPD basis set", "symbols": ["H", "N", "C", "N", "O", "C", "C", "Cr", "H", "F", "C", "H", "O", "O", "H", "C", "C", "C", "H", "F", "F", "F", "C", "H", "H", "H", "O", "S", "H", "H", "C", "H", "C"], "coordinates": [[-0.33, 4.20, -1.30], [0.29, 2.18, -0.72], [-0.71, 2.11, 0.35], [-0.03, -0.21, 0.59], [0.26, 0.76, -3.26], [-0.38, -4.06, 2.46], [-1.03, -3.72, 1.26], [0.32, 0.09, -1.45], [-1.71, 1.96, -0.19], [-1.63, -2.24, -0.52], [1.65, 2.47, -0.11], [1.59, 3.46, 0.39], [0.45, -1.56, -2.49], [1.08, -0.95, -4.90], [1.87, 1.74, 0.65], [-0.49, 0.98, 1.37], [0.63, -1.82, 2.39], [-0.93, -2.52, 0.63], [0.28, 1.14, 2.16], [-1.91, -4.63, 0.71], [0.59, -3.11, 4.41], [1.37, -0.87, 3.01], [-0.11, -1.44, 1.19], [-0.84, 2.81, -2.35], [-0.52, -5.01, 2.95], [-1.38, 0.66, 1.88], [-1.29, -0.92, -4.21], [0.11, -0.72, -3.85], [-0.69, 3.07, 0.92], [2.41, 2.45, -0.93], [-0.05, 3.26, -1.75], [0.87, 3.43, -2.36], [0.27, -3.00, 3.07]], "homo_ev": [-4.349, -5.087], "s2": 6.013, "e_lumo_ev": [2.80, 2.76], "total_charge": -1, "orbital_gap_ev": [7.149, 7.845], "spin_multiplicity": 5}



3.
{"formula": "C6H9BrO2", "method": "ωB97M-V with the def2-TZVPD basis set", "symbols": ["H", "C", "C", "O", "H", "C", "H", "C", "H", "C", "Br", "C", "H", "H", "H", "H", "H", "O"], "coordinates": [[0.49, 2.27, 1.07], [1.05, 1.35, 1.20], [-1.06, -1.84, -0.52], [2.19, -1.16, 0.64], [-0.68, 1.64, -1.19], [1.10, -0.93, 0.13], [-1.27, -0.97, 1.64], [0.67, 0.44, -0.04], [-1.40, -2.87, -0.36], [-1.57, -0.92, 0.54], [-2.91, 0.33, 0.18], [0.25, 1.19, -1.24], [2.05, 1.55, 1.18], [0.85, 0.85, 2.17], [-1.23, -1.43, -1.57], [0.23, 0.53, -2.23], [0.92, 1.96, -1.49], [0.35, -2.00, -0.11]], "homo_ev": [-8.399, -8.293], "e_lumo_ev": [-0.15, -0.30], "orbital_gap_ev": [8.253, 7.994]}



4.
{"formula": "H3N3O2", "method": "ωB97M-V with the def2-TZVPD basis set", "symbols": ["H", "N", "O", "N", "H", "H", "N", "O"], "coordinates": [[-0.98, 0.80, -1.28], [-0.13, -0.72, -0.37], [0.78, 1.07, 1.13], [0.41, -0.06, 1.21], [0.81, 0.52, -1.20], [-1.05, -0.97, -0.20], [-0.14, 0.23, -1.34], [0.30, -0.86, 2.06]], "homo_ev": -9.071, "e_lumo_ev": 0.74, "orbital_gap_ev": 9.811}



5.
{"formula": "C31H33ClN2O2Si2Y", "method": "ωB97M-V with the def2-TZVPD basis set", "symbols": ["H", "Si", "H", "C", "C", "C", "C", "Y", "O", "C", "Si", "C", "C", "C", "H", "H", "C", "H", "C", "C", "C", "C", "H", "H", "H", "H", "H", "C", "C", "C", "H", "H", "H", "H", "N", "C", "H", "H", "C", "H", "C", "H", "H", "O", "C", "C", "H", "H", "H", "H", "H", "H", "H", "H", "C", "C", "H", "C", "C", "H", "H", "C", "C", "H", "C", "C", "H", "Cl", "H", "C", "C", "N"], "coordinates": [[-0.79, 5.13, -1.41], [1.64, 0.87, -0.84], [-1.20, -4.25, 0.20], [0.05, -1.81, -3.88], [-1.65, 3.91, 0.05], [0.57, -3.00, 0.39], [1.24, -1.86, -0.01], [-0.03, -1.02, 3.61], [1.82, 1.49, 6.77], [-0.74, 1.68, 0.27], [-0.89, -0.50, -2.92], [2.60, 0.58, 7.62], [1.16, 0.95, 5.75], [-1.68, -2.87, 3.60], [-1.44, -3.81, 3.09], [1.90, 0.46, -4.46], [0.58, 3.50, -5.21], [2.51, 2.62, -5.43], [-1.88, -1.26, 5.25], [0.26, 3.26, -1.30], [1.49, 2.46, -5.09], [1.13, 1.23, -4.51], [-2.92, 0.25, 3.93], [0.86, 4.49, -5.60], [1.10, 3.48, -1.98], [-1.48, 4.01, -4.98], [0.93, 2.86, 5.06], [0.40, -2.88, -6.06], [-2.31, -1.73, 3.02], [-0.16, 1.01, -3.97], [-1.51, -0.16, -0.94], [1.11, -3.80, 0.86], [3.12, 1.18, 8.37], [1.90, -0.11, 8.10], [0.55, 1.92, 4.99], [1.12, -2.57, -3.39], [-0.77, 0.71, 0.76], [0.13, -2.97, -7.11], [-0.69, 4.19, -0.91], [2.39, 1.54, 0.26], [-1.64, 2.67, 0.66], [-2.36, -0.40, -2.91], [-2.14, 1.82, -4.00], [1.06, -0.26, 5.46], [1.39, -3.71, -5.53], [-1.10, 2.00, -4.27], [1.48, -2.39, -2.38], [-2.42, 2.41, 1.38], [0.54, 1.89, 3.00], [2.59, -4.11, -3.77], [-2.47, -2.33, -0.67], [1.89, -4.46, -6.15], [-2.45, 4.60, 0.28], [-2.60, -1.61, 1.98], [-0.76, -0.98, -1.07], [-0.74, 3.24, -4.83], [-1.06, -3.29, 5.74], [-2.43, -0.72, 4.04], [0.63, -0.78, -0.62], [2.32, -1.87, 0.12], [-0.93, 1.85, 3.67], [-1.42, -2.15, -0.48], [-0.21, -1.91, -5.26], [-0.91, -1.18, -5.71], [-1.41, -2.58, 4.98], [1.77, -3.52, -4.20], [3.35, 0.06, 7.01], [2.15, -0.86, 2.31], [-1.96, -0.80, 6.24], [0.15, 1.94, -0.78], [-0.75, -3.22, 0.09], [-0.01, 1.45, 3.74]], "homo_ev": [-8.688, -9.428], "e_lumo_ev": [-3.09, -3.06], "total_charge": 1, "orbital_gap_ev": [5.599, 6.369]}



6.
{"formula": "C17H16Cl2IrN6S2", "method": "ωB97M-V with the def2-TZVPD basis set", "symbols": ["C", "C", "C", "Cl", "N", "C", "C", "H", "H", "N", "C", "H", "Ir", "H", "C", "C", "H", "S", "C", "C", "H", "H", "N", "H", "C", "C", "N", "H", "C", "H", "H", "H", "H", "C", "C", "N", "H", "S", "Cl", "H", "H", "C", "N", "C"], "coordinates": [[13.28, 10.68, 10.21], [7.24, 9.55, 6.00], [8.92, 11.89, 6.04], [11.59, 8.09, 5.93], [9.39, 10.58, 6.14], [13.02, 10.51, 8.85], [12.28, 14.75, 6.05], [14.96, 10.23, 3.60], [13.13, 15.42, 5.93], [14.17, 10.45, 4.19], [8.62, 9.46, 6.10], [13.23, 10.42, 3.79], [11.34, 10.63, 6.37], [14.27, 10.77, 10.67], [14.37, 10.45, 5.53], [12.40, 13.40, 6.24], [9.11, 10.68, 10.49], [11.84, 10.75, 11.11], [10.91, 10.62, 9.62], [7.54, 11.97, 5.90], [9.03, 10.50, 8.75], [6.64, 8.66, 5.98], [11.28, 12.60, 6.27], [11.18, 5.87, 6.95], [6.73, 10.81, 5.86], [13.94, 10.50, 7.74], [11.64, 10.46, 8.51], [7.06, 12.94, 5.76], [10.99, 15.23, 5.97], [8.88, 14.82, 5.84], [5.67, 10.99, 5.67], [11.02, 5.81, 5.12], [10.81, 16.31, 5.87], [9.98, 12.98, 6.09], [11.64, 6.06, 5.98], [9.57, 10.72, 9.60], [13.35, 12.88, 6.37], [16.00, 10.50, 6.20], [13.26, 5.47, 5.88], [15.93, 10.64, 8.65], [9.11, 8.50, 6.19], [9.85, 14.37, 5.98], [13.38, 10.49, 6.42], [15.32, 10.58, 7.74]], "homo_ev": [-14.943, -17.911], "s2": 6.058, "e_lumo_ev": [-9.70, -12.54], "total_charge": 3, "orbital_gap_ev": [5.240, 5.370], "spin_multiplicity": 5}



7.
{"formula": "CH4NO3P", "method": "ωB97M-V with the def2-TZVPD basis set", "symbols": ["O", "O", "H", "C", "P", "N", "O", "H", "H", "H"], "coordinates": [[-1.72, 1.08, -1.01], [-1.18, 0.14, 1.25], [-1.78, 1.80, -0.37], [1.13, 0.31, -0.38], [-1.21, -0.11, -0.18], [1.42, -0.54, 0.58], [-1.36, -1.43, -0.77], [1.84, 0.61, -1.08], [0.61, -0.89, 1.17], [2.25, -0.97, 0.80]], "homo_ev": -10.161, "e_lumo_ev": -0.16, "orbital_gap_ev": 10.000}



8.
{"formula": "C22H37NO15", "method": "ωB97M-V with the def2-TZVPD basis set", "symbols": ["C", "C", "H", "O", "C", "H", "H", "H", "C", "C", "H", "H", "C", "C", "H", "C", "O", "O", "H", "O", "C", "O", "O", "H", "H", "H", "H", "H", "C", "H", "H", "O", "H", "C", "C", "O", "H", "H", "H", "C", "H", "C", "O", "C", "H", "C", "H", "H", "H", "H", "O", "C", "C", "H", "H", "H", "H", "C", "O", "H", "C", "N", "H", "O", "H", "H", "H", "C", "H", "O", "O", "H", "C", "O", "H"], "coordinates": [[-0.24, -0.62, 3.54], [0.75, 2.02, -3.96], [-1.73, -4.41, 0.37], [-4.01, -1.48, -1.40], [-2.62, -1.59, -1.70], [2.05, -2.00, -1.74], [1.01, 0.84, 1.60], [0.75, 1.60, -4.98], [-1.54, -5.71, 2.87], [-1.95, -3.82, 1.23], [2.01, 5.88, 0.89], [-1.53, -3.60, 3.36], [1.09, 0.26, -2.51], [-0.51, 3.43, -1.16], [0.29, 5.72, 0.91], [1.57, 3.26, -0.38], [2.34, 0.11, -3.09], [-3.76, 0.11, -2.79], [2.27, 2.74, -1.00], [0.32, 2.64, -0.47], [4.90, -0.27, -0.79], [0.68, -0.42, -1.51], [0.32, 1.17, -2.89], [-2.58, -3.64, -2.24], [3.48, 1.58, 3.52], [-2.99, -0.02, 0.93], [-1.78, -0.21, -3.31], [3.97, -0.72, -1.23], [1.22, 4.74, -0.84], [5.70, -0.77, -1.36], [1.71, 2.41, -3.73], [-5.83, -0.44, -2.13], [4.32, 0.64, 4.78], [1.18, 5.85, 0.24], [-1.30, -4.30, 2.60], [-0.91, -0.96, 2.43], [-1.54, -2.66, -3.32], [0.10, 2.85, -3.96], [-2.30, 1.67, 0.76], [-2.37, -0.20, -2.41], [-0.25, -4.16, 2.47], [-2.48, -2.69, -2.75], [3.28, 0.99, 1.04], [0.06, 1.01, 2.04], [1.09, 6.77, -0.18], [1.47, -1.46, -1.02], [-3.24, -2.44, -3.58], [4.90, 0.80, -1.06], [-2.00, -1.74, -0.81], [2.02, -1.02, -0.19], [-0.05, 4.59, -1.48], [4.40, 0.21, 1.54], [3.86, 0.57, 3.77], [-2.63, 1.06, 2.36], [2.91, -0.05, 3.78], [-3.88, -3.56, 0.24], [-0.22, 2.03, 1.88], [-2.34, 0.76, 1.37], [-0.10, -1.43, 4.46], [-1.60, -2.81, 1.02], [-3.52, -3.65, 1.22], [-1.73, -6.83, 3.08], [2.05, 4.93, -1.56], [4.77, 0.12, 2.80], [-3.85, -4.62, 1.67], [-3.80, -2.85, 1.88], [0.85, -2.24, -0.58], [-0.98, 0.05, 1.48], [-1.96, 0.58, -1.72], [5.21, -0.43, 0.67], [-1.68, 3.09, -1.41], [1.96, 3.13, 0.66], [-4.63, -0.60, -2.14], [0.26, 0.54, 3.40], [-0.72, -0.32, 0.55]], "homo_ev": -10.579, "e_lumo_ev": 0.08, "orbital_gap_ev": 10.657}